No. 1
Below is a 8-piece molecular cluster, C12H40O14 overall, with properties calculated with ωB97M-V with the def2-TZVPD basis set.

## Properties
Orbital gap (eV): 8.566
2S+1: 1
HOMO energy (hartree): -0.3339

```
66
Properties=species:S:1:pos:R:3:mulliken_charge:R:1
H -1.45100 2.07300 33.45900 0.280
H -8.50900 -0.29600 32.51500 0.374
H -10.35600 0.92700 32.49300 0.138
O -12.76900 -0.20100 31.65500 -0.542
H -4.60900 1.86300 29.19000 0.340
H -13.45400 -0.86400 31.34000 0.313
H -11.11700 -0.77700 30.68300 0.208
O -4.42800 1.67900 32.36300 -0.665
O -7.43700 -4.03000 32.88700 -0.467
O -5.79100 1.61300 27.60000 -0.594
H -7.09000 -5.96400 31.20800 0.237
C -6.22600 0.29500 29.56800 0.544
H -11.58500 -1.92800 31.85800 0.331
H -6.07800 0.86200 32.76400 0.358
H -5.37800 -1.19700 34.38900 0.270
O -2.51500 0.40300 33.90000 -0.422
O -9.31000 -0.86100 32.38200 -0.352
H -3.30600 0.90100 33.54000 0.297
H -4.88700 1.69600 27.25000 0.361
O 0.87600 1.38000 34.02800 -0.521
H -7.79600 1.91200 33.16000 0.363
H -7.29400 0.22600 29.57000 0.205
H -5.64800 -2.18600 30.68600 0.210
O -5.86200 -2.08600 31.62000 -0.384
O -8.09400 6.18000 32.32900 -0.552
H -6.43800 -0.61900 32.54600 -0.172
H 1.65000 0.81400 33.96900 0.314
H -6.73100 -3.43100 32.90600 0.107
H -4.16500 -1.08500 32.00800 0.360
C -1.42600 1.22200 34.15200 -0.329
H -6.01900 0.10800 30.60400 -0.282
C -7.68100 3.85700 32.78900 0.336
H -7.60900 -5.95600 33.61400 0.309
H -5.50800 -5.09600 31.43300 0.083
O -6.80600 0.26600 32.82000 -0.789
H -3.69700 1.48900 31.77300 0.294
H -6.10500 -7.80100 32.15000 0.324
H -5.54100 -0.24200 27.99100 0.369
C -0.16100 0.42700 33.98900 -0.501
H -6.04000 -5.21100 33.90500 0.286
H -4.19800 2.50400 32.75200 0.236
H -10.74900 -0.29500 33.66500 0.199
H -3.87600 -2.72600 32.03200 0.449
H -9.62100 4.84300 32.53800 0.274
C -6.81300 -5.28400 33.19900 -0.356
C -5.64200 1.58700 29.00400 -0.563
O -5.53600 -6.99700 32.20400 -0.566
H -8.81600 5.39600 33.96600 0.333
H -5.27200 -2.98400 34.26900 0.202
H -0.13100 -0.21000 33.11400 0.338
C -8.63200 5.03800 32.97200 -0.543
C -11.49100 -0.86600 31.69400 -0.434
H -7.45100 3.74000 31.75300 -0.066
H -8.15700 6.05700 31.36800 0.303
H -3.08300 -1.09900 34.09200 0.499
O -3.51100 -1.88400 34.56200 -0.616
O -8.39100 2.64900 33.02200 -0.461
O -5.49900 -0.64900 28.84900 -0.562
C -10.49300 -0.17900 32.57300 0.006
H -6.12900 2.37300 29.47800 0.278
C -4.80400 -1.99200 33.93400 -0.226
H -0.03600 -0.19400 34.82700 0.307
C -4.64300 -2.00100 32.36500 -0.376
C -6.24200 -5.80400 31.91000 -0.091
H -1.60900 1.58500 35.17500 0.306
H -6.71300 3.83600 33.38500 0.090
```

No. 2
Below is C12H42AsF6O8 as an isolated structure, with properties calculated with ωB97M-V with the def2-TZVPD basis set.

## Properties
⟨S²⟩: 0.751
Orbital gap (alpha / beta) (eV): 3.333 / 8.525
2S+1: 2
HOMO energy (alpha / beta) (hartree): -0.1500 / -0.3408

```
69
Properties=species:S:1:pos:R:3:mulliken_charge:R:1
H 18.09945 -6.10446 -6.43657 0.390
H 17.99911 3.89981 -4.19042 0.284
H 16.11030 -1.25312 -6.42148 0.252
C 18.67864 -5.71797 -5.59795 -1.219
H 19.61764 -3.63909 -4.27012 -0.178
C 19.37534 1.90455 0.05569 0.848
H 17.62734 0.44914 -2.54233 0.274
C 24.41186 2.35702 -2.92146 -1.102
H 23.36243 2.41043 -3.21118 0.112
H 18.38019 0.58127 1.52418 0.328
O 19.06556 1.09924 -1.06261 -0.267
H 19.82739 0.99595 -1.63755 0.049
F 19.92004 -1.31643 -2.40696 -0.501
O 25.12553 1.49173 -4.84177 -0.588
H 17.30082 1.57039 0.55642 0.342
F 20.71201 1.04810 -3.27970 -0.519
H 21.05870 0.63032 0.52294 0.287
H 18.44981 -1.77276 -5.27401 0.161
F 22.72449 -0.10113 -4.29007 -0.402
H 19.34440 2.95876 -0.21958 0.156
O 16.97226 -5.47253 -4.00805 -0.594
H 17.06726 -0.55932 -3.57896 0.488
H 22.82481 -3.60114 -6.42001 0.243
O 24.38143 -3.20419 -2.62168 0.383
C 18.26169 1.56549 1.07101 -1.478
H 16.83677 3.14518 -2.94841 0.269
O 17.66927 -1.31736 -4.95003 -0.537
H 24.81165 -3.76683 -1.97365 0.122
C 18.82994 -4.07331 -3.65442 -0.911
H 23.96006 -3.75518 -3.28534 0.149
H 21.01206 1.95243 1.56132 0.394
H 25.76885 4.61870 -4.83532 0.350
H 24.52301 1.39121 -2.42856 0.322
H 23.00823 -2.78638 -8.03115 0.319
H 19.31239 -4.83645 -3.04372 0.577
F 20.33167 -0.92643 -4.77745 -0.336
O 17.01362 -0.27925 -2.66229 -0.214
H 26.46331 2.60289 -3.94264 0.340
H 21.62483 -1.70019 -6.36830 0.239
H 18.53665 3.13304 -2.69962 0.118
H 24.91529 3.48226 -5.99104 0.324
H 18.87180 1.60179 -4.13906 0.220
C 17.91193 -4.70160 -4.71751 0.664
C 16.82932 -0.62224 -5.89888 -0.724
F 22.27414 -0.34409 -1.75513 -0.597
C 25.03213 3.82560 -4.96314 -1.231
H 21.86027 -4.12516 -7.72899 0.237
C 20.78562 1.68554 0.52905 -1.429
H 17.38369 -3.99362 -5.35614 0.094
H 24.91995 -2.49414 -2.97867 -0.007
O 21.31256 -2.34280 -7.00950 -0.466
H 17.58472 -0.32952 -6.62811 0.345
As 21.34657 -0.64853 -3.32268 1.816
C 25.38517 2.60238 -4.10298 0.404
F 21.98953 -2.33260 -3.52126 -0.753
H 18.19208 2.39934 1.76954 0.424
H 24.59218 3.03765 -2.08940 0.440
H 16.22981 0.20969 -5.52932 0.303
H 17.49781 -5.90744 -3.33259 0.380
H 21.37754 2.08587 -0.29404 0.333
H 19.40825 -5.13068 -6.15551 0.195
H 19.23587 -6.51534 -5.10623 0.323
H 24.03426 4.12932 -4.64675 0.285
H 24.22306 1.34845 -5.13607 0.301
H 18.32916 -3.39211 -2.96645 0.236
C 22.31974 -3.22925 -7.31147 -0.714
C 17.78338 3.09597 -3.48658 -0.544
O 17.93661 1.81202 -4.08588 -0.346
H 16.13911 0.09422 -2.53055 0.539
```

No. 3
Below is a 6-piece molecular cluster, C12H42ClN5O4 overall, with properties calculated with ωB97M-V with the def2-TZVPD basis set.

## Properties
⟨S²⟩: 0.754
Orbital gap (alpha / beta) (eV): 6.857 / 3.310
Total charge: +3
2S+1: 2
HOMO energy (alpha / beta) (hartree): -0.5954 / -0.5953

```
64
Properties=species:S:1:pos:R:3:mulliken_charge:R:1
H -4.82812 0.19281 -0.32859 0.364
N 1.85142 1.23533 0.98372 0.098
H -2.51055 2.85384 2.75112 0.242
Cl -0.92573 2.46326 -1.01663 1.681
H -1.29069 3.65455 2.10784 0.253
H -1.64747 3.86256 3.71665 0.426
O -0.87011 2.20734 0.42820 -0.853
C -3.77385 -4.61637 1.19025 -1.183
C 3.12982 0.95228 -2.27931 -0.603
N 3.79217 1.09034 -0.97575 -0.044
H -5.45533 -2.22179 0.31620 0.376
H 1.05288 1.85006 0.91637 0.288
H -2.75140 -3.05288 2.25451 0.424
C 1.93446 -0.00045 -2.19210 -1.033
O -2.04212 3.35717 -1.22217 -0.613
C -3.35101 -2.42083 -1.05393 -0.739
H 4.90986 0.24223 1.55931 0.327
H 1.37745 -0.20710 -3.10596 0.435
H -1.93685 -3.54079 0.73875 0.454
H -2.35834 -0.99672 0.94305 0.106
H 3.89328 3.23495 -0.76486 0.392
H 5.37457 2.65717 -2.76029 0.423
H -4.31252 0.49860 1.26703 0.152
N -3.44500 -2.16118 0.37281 -0.006
N -1.76171 -0.32448 1.40371 0.049
H -3.88063 -1.58113 -1.50394 0.438
H -2.16740 -0.05629 2.28892 0.440
H 2.41642 1.54953 1.75970 0.492
C 5.43300 0.01991 0.62925 -1.349
O 0.39775 2.93833 -1.46855 -0.584
H 6.30919 3.20591 -1.52770 0.437
H 5.97791 -0.87402 0.93266 0.426
H -3.42398 -5.53307 1.66496 0.397
O -1.28523 1.17996 -1.60072 -0.606
H 1.18700 0.04774 -1.40022 -0.015
H 1.74819 0.29201 1.32953 0.391
H 4.66508 2.27656 0.34059 0.578
H 6.23631 0.75260 0.55197 0.349
C -4.91854 -0.19622 0.68560 -1.143
H -2.73698 4.43475 2.58877 0.401
C 4.53390 2.35346 -0.73875 -0.584
H 2.41312 1.33454 0.15020 0.062
H -4.76554 -2.05693 2.01175 0.446
H -1.39038 -3.42062 -1.26531 0.417
H -4.12868 -4.92166 0.20587 0.298
H -4.73882 -4.38781 1.64266 0.316
C -2.89561 -3.31864 1.20729 -0.807
C 5.69942 2.33573 -1.77072 -1.261
H 6.36230 1.47456 -1.85489 0.333
H 5.32265 -0.48351 -1.43670 0.425
H -5.95479 -0.01665 0.97202 0.433
H -0.85756 -0.73542 1.58742 0.454
H 3.99927 -1.05340 -0.33752 0.356
H 2.73392 1.91831 -2.59262 0.469
H -1.28760 -1.62039 -1.40527 0.043
H -3.95731 -3.25459 -1.40795 0.382
H 3.86361 0.62154 -3.01434 0.504
H 2.39472 -0.96964 -1.99992 0.465
H -1.86457 -2.74867 -2.70232 0.457
C -1.86694 -2.51389 -1.63791 -1.113
C -4.70769 -1.76350 0.96358 -0.649
N -2.03046 3.74160 2.78994 -0.350
C 4.59695 -0.20560 -0.67235 -0.363
H -1.48708 0.42502 0.78490 0.199
```